C47H42N10O3SbW as an isolated structure at a distorted geometry. Source: the Open Molecules 2025 dataset; level of theory: ωB97M-V/def2-TZVPD.

Structure (XYZ):
```
104
Properties=species:S:1:pos:R:3:forces:R:3
W -0.1522 -0.2270 -0.4489 -0.4 -0.7 -1.1
C -0.7839 1.2786 -6.9259 0.0 0.1 0.0
C -0.5864 -0.0902 -7.1515 0.0 0.1 0.0
C -0.3020 -0.9524 -6.1098 0.1 -0.2 0.1
C -0.2449 -0.4171 -4.8299 -0.1 0.2 -0.1
C -0.0935 -1.0518 -3.5298 0.4 -0.1 -0.1
N 0.2422 -2.2685 -3.3631 -0.1 -0.3 -0.1
C 0.3036 -2.8184 -2.1351 0.0 -0.3 -0.2
C 0.8155 -4.1055 -1.8922 -0.2 0.2 -0.2
C 1.3744 -5.0732 -2.7482 0.1 -0.2 -0.1
C 1.7879 -6.2524 -2.1898 -0.1 0.1 -0.1
C 1.6405 -6.5048 -0.7955 -0.1 0.1 0.2
C 1.0960 -5.5733 0.0465 0.1 -0.2 0.1
C 0.7037 -4.3400 -0.5127 -0.2 0.1 0.2
C 0.1286 -3.1929 0.0536 0.0 0.0 -0.3
N -0.0589 -3.0135 1.3737 0.0 -0.4 0.1
C -0.7338 -2.0312 1.8253 -0.2 -0.3 -0.1
N -1.3164 -1.0225 1.0219 0.4 0.3 0.5
C -2.1968 -0.3313 1.8450 0.0 -0.1 -0.2
N -2.9653 0.6365 1.4862 -0.3 0.3 0.0
C -2.7566 1.2897 0.3466 0.1 0.0 0.1
N -1.7172 1.0658 -0.5512 -0.1 0.1 0.0
C -1.7122 2.1355 -1.4517 0.1 -0.3 -0.1
N -1.0882 2.1634 -2.6318 -0.3 0.5 0.1
C -0.5659 1.1126 -3.1618 -0.3 -0.5 0.2
N -0.2953 -0.1054 -2.5185 -0.2 0.4 0.2
C -0.4736 0.9309 -4.6033 0.2 0.0 -0.1
C -0.7294 1.8086 -5.6493 0.0 0.1 0.1
C -2.7159 3.0666 -1.0707 -0.1 0.1 0.0
C -3.1013 4.2968 -1.6196 0.0 0.0 -0.1
C -4.1769 4.9334 -1.0498 0.0 0.0 0.0
C -4.8980 4.3524 0.0217 0.0 0.0 -0.1
C -4.5407 3.1369 0.5489 0.0 -0.1 0.1
C -3.4137 2.5027 0.0071 -0.1 0.1 -0.1
C -2.0911 -0.8306 3.2056 0.0 -0.1 0.0
C -2.6832 -0.3954 4.3827 -0.1 0.1 0.0
C -2.3004 -1.0188 5.5560 0.0 -0.1 0.0
C -1.3725 -2.0698 5.5486 0.0 0.1 0.1
C -0.7940 -2.5099 4.3723 0.0 -0.1 -0.2
C -1.1572 -1.8599 3.2008 -0.1 0.2 0.2
N -0.1364 -2.2552 -0.9537 0.2 0.2 0.4
H -1.0022 1.9281 -7.7645 0.0 0.0 0.0
H -0.6867 -0.4769 -8.1576 0.1 0.0 0.0
H -0.1571 -2.0145 -6.2647 0.0 0.1 0.0
H 1.4628 -4.8857 -3.8118 0.0 0.0 0.1
H 2.2031 -7.0284 -2.8203 0.0 0.0 0.0
H 1.9456 -7.4679 -0.4036 0.0 0.0 0.0
H 0.9545 -5.7660 1.1051 0.0 0.0 -0.1
H -0.9003 2.8605 -5.4555 0.0 -0.1 0.0
H -2.5669 4.7140 -2.4637 0.0 0.0 0.1
H -4.4962 5.8931 -1.4373 0.0 0.0 0.0
H -5.7607 4.8732 0.4182 0.0 0.0 0.0
H -5.1099 2.6662 1.3416 0.1 0.1 0.0
H -3.4174 0.4003 4.3750 0.0 0.0 0.0
H -2.7284 -0.6992 6.4975 0.0 0.0 0.0
H -1.1015 -2.5373 6.4874 0.0 0.0 0.0
H -0.0916 -3.3334 4.3498 0.0 0.1 0.0
C 2.7155 2.1279 0.8411 0.2 -0.1 0.1
C 1.5051 1.4191 0.3810 -0.3 1.1 0.4
O 0.7381 0.7829 1.1858 0.7 -0.5 -0.5
O 1.0962 1.4530 -0.8223 0.3 -0.3 0.1
H 2.9558 1.8320 1.8595 0.0 0.0 0.0
H 2.5237 3.1998 0.8036 0.0 0.0 0.0
H 3.5470 1.9207 0.1679 0.0 0.0 0.0
C 4.0881 -4.1887 5.2874 0.0 0.0 -0.1
C 5.0030 -4.0936 4.0717 -0.2 0.0 0.0
N 4.2852 -3.9617 2.7948 0.1 -0.1 0.0
C 4.0948 -5.1665 1.9841 0.0 0.0 0.2
C 3.3711 -6.2819 2.7279 0.0 0.0 0.0
C 3.8755 -2.7231 2.4538 0.0 0.0 0.1
O 3.9130 -1.7684 3.2212 0.0 -0.1 -0.1
C 3.4135 -2.4355 1.0452 0.1 0.2 0.2
C 4.0454 -2.8474 -0.1090 0.2 -0.1 -0.1
C 3.6736 -2.2658 -1.3115 0.1 -0.1 -0.2
C 2.6599 -1.3411 -1.3266 0.0 0.3 -0.3
N 1.9925 -0.9729 -0.2178 0.2 -0.9 -0.2
C 2.4065 -1.4952 0.9366 0.0 0.2 0.4
H 4.6899 -4.3146 6.1896 0.0 0.0 0.0
H 3.4047 -5.0356 5.2126 0.0 0.0 0.0
H 3.5068 -3.2714 5.3830 0.0 0.0 0.0
H 5.6449 -4.9722 3.9909 0.0 0.0 0.0
H 5.6352 -3.2140 4.1770 0.1 0.0 0.0
H 5.0746 -5.5322 1.6600 0.0 0.0 -0.1
H 3.5087 -4.9128 1.1057 0.0 0.0 0.0
H 3.9641 -6.6745 3.5547 0.0 0.0 0.0
H 3.1789 -7.1060 2.0374 0.0 0.0 0.0
H 2.4131 -5.9286 3.1174 0.1 0.0 0.0
H 4.8557 -3.5672 -0.0812 -0.1 0.0 0.0
H 4.1626 -2.5337 -2.2380 0.0 0.1 0.0
H 2.3867 -0.8190 -2.2325 -0.1 -0.2 -0.2
H 1.9488 -1.1156 1.8345 -0.1 -0.1 0.1
C -0.1411 4.5686 1.3007 -0.1 -0.1 0.0
Sb -0.7898 2.8611 2.4831 -0.2 1.2 0.7
C -2.3578 4.0239 3.4208 0.0 -0.1 0.1
C 0.6625 3.3059 4.0248 -0.1 -0.1 0.0
H -0.3905 5.4642 1.8720 0.0 0.0 -0.1
H -0.6605 4.5950 0.3420 0.0 0.0 0.0
H 0.9345 4.5637 1.1262 0.0 0.0 0.0
H -2.6720 4.8228 2.7460 0.0 -0.1 0.0
H -1.9780 4.4627 4.3463 -0.1 0.0 -0.1
H -3.2223 3.3985 3.6528 0.1 0.1 0.0
H 0.4737 4.3159 4.3934 0.1 -0.1 0.0
H 1.6847 3.2449 3.6460 -0.1 0.0 0.0
H 0.5470 2.5976 4.8474 0.1 0.1 0.0
```
Forces are in eV/Å.

Properties
HOMO-LUMO gap (alpha / beta) = 0.1634 / 0.1645 Ha
Energy relative to the best compared isomer or geometry (same formula, charge and spin) = 53.7 kJ/mol
2S+1 = 3
Calculated total energy = -2896.78773 a.u.
HOMO level (alpha / beta) = -8.585 / -8.920 eV
Total charge = +1